[1]
{
  "formula": "C6H12O",
  "method": "ωB97M-V/def2-TZVPD",
  "symbols": ["C", "C", "C", "C", "O", "H", "H", "H", "H", "H", "H", "H", "H", "C", "C", "H", "H", "H", "H"],
  "xyz": [[-2.575, -0.828, 0.448], [-1.252, -0.557, -0.261], [-0.450, 0.447, 0.532], [0.148, 1.635, -0.058], [-1.060, 1.732, 0.678], [-3.202, -1.525, -0.115], [-2.404, -1.249, 1.446], [-3.117, 0.115, 0.569], [-0.677, -1.485, -0.377], [-1.433, -0.163, -1.269], [-0.004, 0.064, 1.454], [1.028, 2.080, 0.410], [0.065, 1.798, -1.134], [2.104, -0.853, -0.568], [2.888, 0.157, -0.211], [1.660, -0.913, -1.561], [1.845, -1.651, 0.125], [3.306, 0.234, 0.791], [3.131, 0.962, -0.901]],
  "lumo_energy_ev": 1.13,
  "de_lowest_kj_mol": 241.48,
  "gap_ev": 11.12,
  "charge": 0,
  "smiles": "CC[C@H]1CO1.C=C",
  "max_force_ev_per_a": 0.34
}

***

[2]
{
  "formula": "C12H23F3NO5P2SY",
  "method": "ωB97M-V/def2-TZVPD",
  "symbols": ["Y", "P", "C", "C", "N", "C", "C", "C", "C", "C", "P", "H", "H", "H", "H", "H", "H", "H", "H", "O", "H", "H", "O", "H", "C", "H", "H", "H", "C", "H", "H", "H", "C", "H", "H", "H", "C", "H", "H", "H", "F", "C", "F", "F", "S", "O", "O", "O"],
  "xyz": [[0.014, 0.070, 0.113], [2.191, -1.094, 0.281], [2.333, -1.499, -1.526], [1.057, -1.797, -2.283], [-0.083, -1.260, -1.808], [-1.271, -1.449, -2.419], [-1.342, -2.226, -3.566], [-0.177, -2.786, -4.083], [1.034, -2.565, -3.437], [-2.492, -0.831, -1.771], [-2.231, 0.714, -0.749], [1.959, -2.986, -3.822], [-2.302, -2.389, -4.049], [-0.215, -3.392, -4.986], [-3.234, -0.553, -2.535], [-2.968, -1.602, -1.130], [2.830, -0.630, -2.034], [3.042, -2.338, -1.595], [1.796, 3.818, -2.432], [2.572, 3.692, -2.986], [2.356, 4.016, -3.871], [-1.541, 4.894, -0.352], [-1.177, 5.663, -0.811], [-1.605, 6.440, -0.425], [-2.304, 2.040, -1.941], [-3.289, 1.996, -2.420], [-2.200, 3.024, -1.453], [-1.535, 1.979, -2.729], [-3.630, 0.827, 0.323], [-3.592, 1.743, 0.933], [-4.526, 0.868, -0.307], [-3.729, -0.026, 1.013], [2.119, -2.689, 1.093], [3.042, -3.224, 0.839], [2.067, -2.577, 2.189], [1.261, -3.311, 0.783], [3.690, -0.264, 0.715], [3.719, -0.020, 1.789], [4.520, -0.941, 0.487], [3.845, 0.673, 0.154], [-2.035, 0.018, 5.139], [-1.538, 0.870, 4.233], [-2.534, 1.344, 3.455], [-0.925, 1.891, 4.847], [-0.201, -0.101, 3.086], [0.617, 0.980, 2.520], [0.549, -0.925, 3.996], [-0.854, -0.893, 1.926]],
  "lumo_energy_ev": -7.34,
  "de_lowest_kj_mol": 0.00,
  "gap_ev": 8.47,
  "charge": 2,
  "max_force_ev_per_a": 3.82
}

***

[3]
{
  "formula": "C16H28BNO32S6",
  "method": "ωB97M-V/def2-TZVPD",
  "symbols": ["N", "H", "H", "H", "H", "O", "C", "O", "B", "O", "C", "O", "O", "C", "O", "C", "O", "O", "C", "C", "O", "S", "O", "O", "O", "H", "H", "H", "H", "C", "C", "O", "S", "O", "O", "O", "H", "H", "H", "H", "C", "C", "O", "S", "O", "O", "O", "H", "H", "H", "H", "C", "C", "O", "S", "O", "O", "O", "H", "H", "H", "H", "C", "C", "O", "S", "O", "O", "O", "H", "H", "H", "H", "C", "C", "O", "S", "O", "O", "O", "H", "H", "H", "H"],
  "xyz": [[1.477, -0.964, 0.110], [2.454, -1.189, 0.236], [1.473, -0.377, -0.712], [0.988, -0.366, 0.760], [0.921, -1.796, -0.023], [0.791, 6.685, 5.187], [0.695, 5.556, 5.677], [0.064, 5.172, 6.722], [0.336, 3.757, 7.074], [1.122, 3.301, 5.958], [1.328, 4.243, 5.139], [1.870, 4.013, 3.983], [0.866, 3.456, 8.426], [-0.041, 2.689, 9.110], [0.184, 2.267, 10.265], [-1.198, 2.406, 8.115], [-0.890, 3.022, 6.968], [-2.199, 1.778, 8.483], [4.989, -8.534, -1.408], [3.619, -8.013, -0.906], [3.727, -6.570, -0.659], [5.147, -6.396, 0.084], [5.116, -6.909, 1.458], [5.705, -5.077, -0.168], [5.858, -7.685, -0.718], [5.019, -8.443, -2.494], [5.111, -9.521, -0.960], [3.346, -8.407, 0.073], [2.734, -8.313, -1.466], [-8.949, -4.340, -0.959], [-9.235, -3.788, 0.512], [-8.037, -3.750, 1.212], [-6.770, -4.528, 0.330], [-6.759, -5.895, 0.743], [-5.475, -3.865, 0.430], [-7.510, -4.323, -1.110], [-9.496, -3.670, -1.622], [-9.315, -5.367, -0.993], [-9.976, -4.391, 1.036], [-9.467, -2.723, 0.531], [0.157, 7.256, -3.716], [1.631, 6.876, -3.789], [1.729, 5.776, -4.683], [0.302, 4.911, -4.753], [0.310, 3.859, -3.724], [0.066, 4.677, -6.149], [-0.608, 6.151, -4.135], [-0.103, 7.956, -4.510], [-0.179, 7.825, -2.849], [2.146, 6.625, -2.862], [2.048, 7.852, -4.039], [9.582, 2.986, 0.813], [9.113, 4.392, 0.439], [8.161, 4.266, -0.564], [8.266, 2.872, -1.407], [8.872, 3.034, -2.757], [6.944, 2.206, -1.301], [9.364, 2.218, -0.369], [9.055, 2.363, 1.536], [10.662, 2.878, 0.912], [9.960, 4.902, -0.020], [8.834, 4.869, 1.378], [-6.419, 5.645, 4.418], [-6.823, 4.286, 5.053], [-6.553, 3.222, 4.214], [-5.817, 3.819, 2.854], [-6.291, 3.083, 1.677], [-4.398, 3.920, 3.177], [-6.487, 5.291, 3.046], [-5.357, 5.820, 4.590], [-7.060, 6.486, 4.686], [-7.871, 4.345, 5.344], [-6.102, 4.162, 5.861], [0.334, -6.642, -8.144], [-1.101, -6.381, -8.550], [-1.611, -5.569, -7.527], [-0.966, -6.037, -6.064], [-1.716, -7.274, -5.620], [-0.861, -4.898, -5.138], [0.521, -6.345, -6.772], [0.987, -5.931, -8.650], [0.578, -7.695, -8.286], [-1.631, -7.333, -8.550], [-1.294, -5.866, -9.491]],
  "lumo_energy_ev": -2.26,
  "de_lowest_kj_mol": 878.80,
  "gap_ev": 6.32,
  "charge": 0,
  "max_force_ev_per_a": 7.48
}

***

[4]
{
  "formula": "C30H21Cl3HgN3O3SSe",
  "method": "ωB97M-V/def2-TZVPD",
  "symbols": ["Hg", "N", "C", "C", "C", "C", "C", "C", "N", "C", "C", "C", "S", "C", "N", "H", "H", "H", "H", "H", "H", "H", "Cl", "C", "C", "C", "Cl", "C", "O", "C", "Cl", "C", "H", "H", "C", "C", "O", "C", "C", "C", "C", "C", "C", "O", "H", "H", "H", "H", "H", "H", "H", "Se", "C", "C", "C", "C", "C", "C", "H", "H", "H", "H", "H"],
  "xyz": [[-0.055, -0.049, -0.655], [-0.916, 3.971, 0.704], [0.070, 3.711, 1.631], [0.485, 4.405, 2.749], [1.550, 3.875, 3.481], [2.168, 2.700, 3.075], [1.750, 2.006, 1.943], [0.675, 2.503, 1.219], [0.043, 2.025, 0.088], [-0.946, 2.925, -0.212], [-1.849, 2.898, -1.279], [-2.829, 3.849, -1.613], [-3.681, 3.331, -3.032], [-2.691, 1.902, -3.061], [-1.820, 1.812, -2.132], [-1.649, 4.647, 0.796], [0.002, 5.328, 3.051], [1.894, 4.387, 4.372], [2.987, 2.297, 3.659], [2.229, 1.095, 1.632], [-3.019, 4.811, -1.169], [-2.825, 1.142, -3.816], [1.688, -2.774, -7.933], [1.522, -1.916, -6.410], [1.765, -2.575, -5.219], [1.631, -1.889, -4.032], [1.957, -2.731, -2.546], [1.242, -0.508, -3.926], [1.122, 0.126, -2.844], [1.017, 0.083, -5.216], [0.537, 1.756, -5.239], [1.145, -0.583, -6.414], [2.060, -3.616, -5.209], [0.951, -0.065, -7.344], [4.154, -2.029, 0.659], [2.819, -1.378, 1.006], [2.291, -0.719, 0.114], [2.279, -1.519, 2.351], [3.135, -1.953, 3.383], [2.754, -2.000, 4.701], [1.442, -1.600, 5.026], [0.570, -1.193, 4.061], [0.919, -1.141, 2.659], [0.046, -0.817, 1.815], [4.239, -2.025, -0.425], [4.235, -3.047, 1.042], [4.978, -1.445, 1.077], [4.149, -2.238, 3.130], [3.446, -2.320, 5.470], [1.118, -1.617, 6.063], [-0.441, -0.888, 4.305], [-1.644, -1.800, -1.626], [-3.113, -1.832, -0.412], [-4.296, -2.431, -0.857], [-5.412, -2.507, -0.039], [-5.375, -1.981, 1.247], [-4.202, -1.386, 1.693], [-3.081, -1.310, 0.880], [-4.341, -2.835, -1.862], [-6.316, -2.975, -0.412], [-6.246, -2.036, 1.890], [-4.149, -0.974, 2.694], [-2.167, -0.876, 1.267]],
  "lumo_energy_ev": [4.24, 4.22],
  "de_lowest_kj_mol": 0.00,
  "gap_ev": [4.03, 6.37],
  "charge": -2,
  "spin_multiplicity": 2,
  "max_force_ev_per_a": 0.44
}

***

[5]
{
  "formula": "C25H61Cl10N2O14P3",
  "method": "ωB97M-V/def2-TZVPD",
  "symbols": ["C", "O", "P", "O", "O", "C", "O", "C", "H", "H", "H", "H", "H", "H", "H", "H", "H", "C", "O", "P", "O", "O", "C", "O", "C", "H", "H", "H", "H", "H", "H", "H", "H", "H", "C", "O", "P", "O", "O", "C", "O", "C", "H", "H", "H", "H", "H", "H", "H", "H", "H", "C", "N", "C", "C", "O", "H", "H", "H", "H", "H", "H", "H", "C", "N", "C", "C", "O", "H", "H", "H", "H", "H", "H", "H", "Cl", "C", "C", "Cl", "H", "H", "H", "H", "Cl", "C", "C", "Cl", "H", "H", "H", "H", "Cl", "C", "C", "Cl", "H", "H", "H", "H", "Cl", "C", "C", "Cl", "H", "H", "H", "H", "Cl", "C", "C", "Cl", "H", "H", "H", "H"],
  "xyz": [[3.330, -5.200, 3.373], [2.280, -4.634, 2.590], [2.290, -3.103, 2.178], [3.309, -2.322, 2.878], [2.384, -3.119, 0.629], [3.670, -2.837, 0.028], [0.795, -2.697, 2.450], [0.445, -2.453, 3.805], [4.180, -4.523, 3.430], [3.582, -6.183, 2.990], [2.965, -5.324, 4.398], [4.410, -3.515, 0.455], [3.939, -1.800, 0.191], [3.543, -3.084, -1.021], [0.230, -1.412, 4.028], [1.190, -2.814, 4.521], [-0.427, -3.040, 4.114], [-6.902, 2.660, 0.979], [-5.491, 2.813, 0.779], [-4.491, 1.975, 1.691], [-4.947, 1.828, 3.074], [-3.149, 2.727, 1.455], [-3.013, 4.073, 1.887], [-4.200, 0.607, 0.990], [-5.149, -0.445, 0.993], [-7.171, 2.639, 2.035], [-7.253, 1.749, 0.495], [-7.394, 3.515, 0.521], [-2.582, 4.676, 1.087], [-2.315, 4.205, 2.716], [-3.966, 4.525, 2.160], [-6.065, -0.164, 0.476], [-5.378, -0.748, 2.018], [-4.720, -1.309, 0.490], [1.204, -0.952, -3.298], [1.291, -1.634, -4.574], [2.658, -2.227, -5.075], [3.857, -1.578, -4.576], [2.543, -2.136, -6.652], [1.350, -2.516, -7.348], [2.498, -3.763, -4.740], [3.147, -4.779, -5.519], [1.925, -1.368, -2.598], [0.209, -1.182, -2.926], [1.326, 0.118, -3.441], [0.569, -2.825, -6.654], [1.560, -3.316, -8.055], [1.003, -1.640, -7.893], [2.359, -5.365, -5.996], [3.727, -5.404, -4.851], [3.739, -4.337, -6.318], [-1.232, 2.792, -4.654], [-2.080, 3.686, -3.921], [-2.671, 3.329, -2.754], [-3.422, 4.413, -2.024], [-2.522, 2.228, -2.251], [-0.657, 3.344, -5.395], [-1.806, 2.045, -5.218], [-0.567, 2.219, -4.011], [-2.273, 4.605, -4.275], [-3.489, 5.366, -2.553], [-2.876, 4.467, -1.084], [-4.464, 4.185, -1.798], [-1.747, 1.613, 5.089], [-2.276, 0.434, 5.739], [-2.595, -0.767, 5.187], [-2.813, -0.840, 3.716], [-2.648, -1.780, 5.878], [-2.316, 2.487, 5.403], [-1.781, 1.572, 4.003], [-0.677, 1.694, 5.308], [-2.244, 0.396, 6.745], [-3.056, -1.852, 3.396], [-1.935, -0.497, 3.159], [-3.642, -0.247, 3.320], [-1.372, -5.173, -2.328], [-2.945, -4.372, -2.166], [-2.981, -3.377, -1.025], [-1.908, -1.984, -1.366], [-3.717, -5.126, -2.032], [-3.141, -3.813, -3.078], [-2.778, -3.748, -0.027], [-3.985, -2.949, -1.065], [6.355, -0.005, -1.240], [5.329, 1.360, -1.747], [4.310, 0.871, -2.758], [3.383, 2.278, -3.346], [6.001, 2.084, -2.203], [4.837, 1.837, -0.904], [3.622, 0.218, -2.234], [4.795, 0.403, -3.603], [4.839, 2.208, 1.772], [4.712, 0.759, 2.807], [3.847, 0.990, 4.005], [2.136, 0.553, 3.699], [5.720, 0.481, 3.112], [4.352, -0.073, 2.206], [3.864, 2.018, 4.354], [4.120, 0.343, 4.835], [3.438, 4.784, 0.325], [2.193, 3.941, 1.295], [0.862, 4.645, 1.280], [0.138, 4.691, -0.357], [2.593, 3.875, 2.307], [2.104, 2.917, 0.940], [0.858, 5.667, 1.642], [0.193, 4.040, 1.896], [-0.284, 1.899, 1.683], [-0.520, 0.724, 0.386], [0.612, -0.289, 0.401], [2.185, 0.515, 0.043], [-0.643, 1.252, -0.556], [-1.409, 0.110, 0.547], [0.477, -1.121, -0.282], [0.704, -0.690, 1.407]],
  "lumo_energy_ev": 0.35,
  "gap_ev": 9.50,
  "charge": 0,
  "smiles": "COP(=O)(OC)OC.COP(=O)(OC)OC.COP(=O)(OC)OC.CNC(C)=O.CNC(C)=O.ClCCCl.ClCCCl.ClCCCl.ClCCCl.ClCCCl",
  "max_force_ev_per_a": 1.89
}

***

[6]
{
  "formula": "C8H15N7",
  "method": "ωB97M-V/def2-TZVPD",
  "symbols": ["C", "C", "C", "C", "C", "C", "C", "C", "N", "N", "N", "N", "N", "N", "N", "H", "H", "H", "H", "H", "H", "H", "H", "H", "H", "H", "H", "H", "H", "H"],
  "xyz": [[2.245, 2.062, 0.000], [2.668, -0.649, -0.087], [1.375, -0.033, -0.102], [3.757, 0.239, -0.046], [-1.851, 1.263, -0.747], [-3.774, -0.277, -0.161], [-2.049, 0.082, 1.504], [-1.559, -0.970, -0.676], [1.124, 1.283, -0.051], [3.485, 1.558, 0.025], [2.524, -1.930, -0.074], [1.224, -2.149, -0.009], [0.479, -1.043, -0.011], [5.027, -0.093, 0.049], [-2.337, 0.021, -0.005], [2.312, 3.168, 0.001], [-0.861, 1.403, -0.930], [-2.268, 1.128, -1.678], [-2.287, 2.074, -0.180], [-3.883, -1.246, 0.039], [-4.332, 0.347, 0.369], [-3.930, -0.245, -1.287], [-2.701, -0.694, 1.912], [-0.972, -0.126, 1.873], [-2.300, 1.177, 1.681], [-1.851, -2.060, -0.424], [-1.255, -0.777, -1.751], [0.918, -3.085, 0.163], [5.333, -1.010, 0.313], [5.739, 0.581, 0.290]],
  "lumo_energy_ev": [-8.31, -11.35],
  "de_lowest_kj_mol": 294.75,
  "gap_ev": [6.33, 6.66],
  "charge": 2,
  "spin_multiplicity": 3,
  "max_force_ev_per_a": 6.25
}